#one
Density functional theory data (wB97M-V/def2-TZVPD) for a 2-piece molecular cluster, C2H5O2 overall.

Each line ends with the Löwdin charge.
CARTESIAN COORDINATES (ANGSTROEM)
H -0.47538 0.19485 -1.24770  0.0107
H 0.01545 1.15197 0.61138  -0.0252
O -0.26758 1.97635 1.09269  -0.1369
C 0.15090 -1.35711 -0.01802  -0.5630
H 1.03952 -1.82911 0.46406  0.0690
O -0.97569 -1.83564 0.27382  -0.1973
H 1.32425 -0.01946 -1.34820  -0.0074
C 0.41191 -0.25416 -0.81657  -0.1579
H -1.22339 1.97231 0.98854  0.0081

The value obtained for the LUMO energy is 4.7 eV. The HOMO energy is -0.0941 Eh. As for the charge: -1.

***

#two
Density functional theory data (wB97M-V/def2-TZVPD) for a 2-piece molecular cluster, C2H5O2 overall.

Each line ends with the Löwdin charge.
CARTESIAN COORDINATES (ANGSTROEM)
H -0.40951 0.73944 -0.87343  0.0610
H 0.37437 -1.03056 0.06386  0.0913
C 1.41027 -0.09995 -1.17616  -0.2900
H 2.29739 -0.20618 -1.78856  0.0941
O 1.31013 -0.97626 -0.12631  -0.0146
C 0.50797 0.85944 -1.43040  0.0023
O -2.80616 0.19368 2.40492  -0.7017
H 0.77398 1.62399 -2.14174  0.0398
H -2.93173 0.49009 1.51866  -0.2823

The value obtained for the LUMO energy is 3.5 eV. The HOMO energy is -0.0752 Eh. As for the charge: -1.

***

Least stable of them? #two.

***

#one
Density functional theory data (wB97M-V/def2-TZVPD) for C23H14BrIN5O10P2S3Y as an isolated structure.

Each line ends with the Löwdin charge.
CARTESIAN COORDINATES (ANGSTROEM)
C 3.65090 -6.04860 1.50700  -0.0985
H 1.15320 -1.22270 -2.65250  0.0423
H -1.55970 4.10520 -2.59930  0.1122
C 1.11430 2.81110 3.03880  -0.0689
N -1.73550 1.78840 -0.18690  -0.0530
S 1.30730 1.46450 0.73160  0.4464
C -3.38750 3.56640 -1.57470  -0.1317
C -0.30030 0.85060 2.96650  -0.6778
O 0.01320 -4.27070 -2.11360  -0.2548
O -8.72630 6.50650 -2.37770  -0.3808
C -4.28910 4.44070 -2.33320  -0.2238
O -1.07830 -2.14040 -3.01720  -0.2496
N 1.47750 5.27870 5.43290  0.1533
H -0.18270 2.52760 -1.32520  0.0690
C 0.64920 1.69910 2.34590  -0.6452
O -7.96200 5.25460 -0.42540  -0.3780
C 4.26820 -5.04380 2.23160  -0.1517
Y -0.40840 -0.30910 -0.23400  0.8092
C -0.19870 2.23000 4.97650  -0.1979
O 1.31630 -2.07910 -2.23700  -0.1998
H 3.89450 -7.08170 1.70950  0.0967
O -7.02050 7.47420 -0.89980  -0.3741
C -2.02390 3.48750 -1.84710  0.0130
O -0.55820 -2.32340 -0.53930  -0.4603
C -3.88320 2.78910 -0.52760  0.0242
H -1.35460 0.44110 4.76350  0.1038
P -1.44570 -0.55890 -2.94490  0.2220
N -5.40020 4.83700 -1.71700  0.1682
C -6.24460 5.60130 -2.37990  -0.3553
C -0.62050 2.45990 6.30120  -0.1966
Br 4.80180 -2.36050 2.95800  0.6910
I 2.26270 -1.34500 0.80460  1.0736
S -1.07380 -0.53890 2.24970  0.5409
H 5.00390 -5.26870 2.98670  0.0902
C 2.39770 -4.40160 0.28200  -0.1190
C -1.24920 2.59720 -1.13340  -0.1664
H 1.82800 3.45700 2.55090  0.1066
O -2.56040 -0.54990 -1.71810  -0.1684
C -4.01600 4.83500 -3.64320  0.0023
C 1.13470 4.29140 4.95520  -0.2008
N -6.06100 6.04690 -3.61350  0.1162
C -4.95490 5.67070 -4.22910  -0.1269
C 2.73300 -5.72430 0.52110  -0.0780
C -0.67300 1.12710 4.28360  -0.0757
H -3.14500 4.49480 -4.18150  0.1013
C 0.69680 3.10900 4.33140  -0.1991
O -2.03730 -0.10810 -4.20130  -0.2481
C 3.93240 -3.72470 1.98290  -0.7478
H -3.38020 -0.91530 -2.06350  0.1008
C 2.98600 -3.38830 1.02450  -0.5924
H 2.26280 -6.49920 -0.06410  0.1054
H 1.66970 -4.16090 -0.47970  0.0569
S -7.65780 6.26760 -1.42140  0.3974
O -0.23950 0.13760 -2.33060  -0.3991
N -0.96910 2.63810 7.38100  0.1549
H -3.38330 1.30350 0.94430  0.1072
H -4.82450 6.04640 -5.23780  0.1024
P -0.08850 -2.82980 -1.89770  0.2052
H -4.92380 2.88410 -0.25940  0.1202
C -3.02950 1.92280 0.12620  -0.1132

The value obtained for the LUMO energy is 3.3 eV. The HOMO energy is -0.1435 Eh. As for the charge: -2.

***

#two
Density functional theory data (wB97M-V/def2-TZVPD) for C23H14BrIN5O10P2S3Y as an isolated structure.

Each line ends with the Löwdin charge.
CARTESIAN COORDINATES (ANGSTROEM)
H 4.52841 -2.02832 4.15295  0.0942
I -3.01455 2.27611 -1.66089  1.0812
C -4.24935 5.06876 -1.95108  -0.7317
H -4.61379 3.18237 0.80405  0.0830
O -0.98297 0.82871 2.50019  -0.3847
N 0.90349 -0.77071 0.82607  -0.0575
N 5.29107 -5.28102 3.86524  0.1164
C 1.88752 -0.29149 1.59188  -0.1302
C 4.44093 -5.56091 2.88066  -0.3401
C -0.48892 -0.45652 -3.15724  -0.6763
H 3.59335 -0.64346 2.80874  0.1049
Br -3.41220 5.14381 -3.65343  0.6954
H 5.99847 -3.80625 5.10488  0.1029
O -3.33799 0.87993 3.74028  -0.2542
H -6.20455 7.05399 -0.05003  0.0987
C 3.66683 -3.42836 2.72052  -0.2190
H -5.08763 7.01334 -2.24575  0.0895
S -1.62420 -0.61795 -1.82660  0.4265
H -0.42000 2.92242 3.40312  0.0660
P -1.44657 3.68861 1.69436  0.2089
N -0.55978 -2.49496 -7.52287  0.1455
C 5.31020 -4.02940 4.29469  -0.1290
Y -0.70677 0.96266 0.15963  0.9334
N 2.78862 -0.12826 -7.41633  0.1472
O 3.05728 -7.45266 1.76999  -0.3763
O 5.42620 -7.23325 1.20049  -0.3678
H 0.03635 -2.43070 -0.01326  0.0949
O -2.63029 2.55281 1.91602  -0.3311
C -0.75656 -1.19507 -4.30700  -0.0775
N 3.63841 -4.68362 2.29100  0.1649
O -2.04664 4.95318 1.28152  -0.2427
C -4.74497 4.00906 0.12602  -0.1551
C 2.07654 -0.21466 -6.51783  -0.1899
C 0.64562 0.38842 -3.12513  -0.6919
O -0.78732 3.78787 3.14668  -0.1195
P -2.47759 1.07699 2.57846  0.1842
C 2.73292 -2.48225 2.04479  -0.1253
C 0.83709 -2.09164 0.63579  -0.0925
H -5.96326 5.11113 1.48492  0.1055
O -0.42260 2.98349 0.79875  -0.4575
C 0.06470 -1.13519 -5.42345  -0.2021
O 4.78245 -8.08603 3.39804  -0.3778
C -0.27475 -1.89374 -6.58521  -0.1932
C 2.81853 -1.10189 2.21268  0.0033
C 4.50553 -3.03444 3.76189  -0.0054
C 1.20435 -0.31257 -5.38976  -0.2007
H -1.63336 -1.82413 -4.32958  0.1063
H 2.35064 1.06082 -4.22545  0.1068
H -3.80873 -0.18526 1.25140  0.0962
C -5.00403 6.17189 -1.57483  -0.1493
C -5.62749 6.18778 -0.34331  -0.0905
H 1.93052 0.78668 1.71490  0.1159
C 1.72662 -2.97698 1.22243  0.0265
C 1.47660 0.42454 -4.24913  -0.0775
S 1.06026 1.43819 -1.79214  0.5391
O -2.91119 0.15867 1.28403  -0.2332
S 4.41985 -7.27988 2.24563  0.3894
C -5.49700 5.10298 0.51048  -0.0779
H 1.64747 -4.04038 1.05235  0.1216
C -4.11177 3.97668 -1.11523  -0.6908

The value obtained for the LUMO energy is 3.2 eV. The HOMO energy is -0.1436 Eh. As for the charge: -2.

***

Least stable of them? #one.

***

#one
Density functional theory data (wB97M-V/def2-TZVPD) for C21H21BF4N5O2S2V as an isolated structure.

Each line ends with the Löwdin charge.
CARTESIAN COORDINATES (ANGSTROEM)
H -4.41852 -2.92845 -1.80552  0.0987
H 4.42659 -5.73282 -0.13921  0.1010
C -0.78568 6.83388 -0.78796  -0.1477
H -1.85655 1.42672 3.38766  0.1445
N 0.78327 0.58957 0.10398  -0.1348
C 1.49399 1.01006 3.73848  0.0330
H 1.19650 -2.35607 -1.50490  0.1145
H -5.91061 -2.11788 -1.30522  0.1096
C -3.21521 -0.44940 -2.23194  -0.6856
C 0.77841 0.81055 1.51618  -0.2991
F -2.34156 -0.50632 0.79262  -0.0120
F -0.76492 -2.13975 1.24933  0.2502
H 3.36379 -5.72479 1.26098  0.0975
H 5.19365 -2.73297 1.38927  0.1290
C 0.05358 3.25830 -1.35377  -0.0445
C 2.51772 -3.68038 -0.46172  -0.0007
H -1.86272 -0.79129 -3.68786  0.1333
H -3.12251 -1.97430 -3.58697  0.1349
F -0.98396 -1.16960 -0.84103  -0.0231
B -1.68304 -1.79291 0.33609  -1.1367
C 4.14497 -5.16302 0.74762  -0.0210
H 2.01291 -4.57360 -0.80699  0.1322
N -0.75288 7.97914 -0.85751  0.2172
C -5.04719 -2.05109 -1.95824  -0.0057
C 3.85126 -1.39768 0.40752  -0.0405
C 4.30538 -2.64866 0.77735  0.0019
H 4.38816 -0.50696 0.70583  0.1191
H 2.27685 1.00837 4.48561  0.1385
H -0.08260 1.40469 5.16048  0.1325
C 0.07143 4.63743 -1.44335  0.0291
C -0.81273 1.25440 3.16474  -0.0276
H 0.78729 5.13197 -2.08582  0.1427
H -4.63201 -0.25079 -0.86385  0.1509
O 3.10525 1.26442 -0.49095  -0.2230
C 1.82644 0.78259 2.40724  0.0624
N -4.30184 -0.83871 -1.61450  0.0072
N -2.70790 -1.11883 -3.24647  0.1967
N -0.49055 1.05852 1.88061  0.0145
H 5.01247 -5.09796 1.40009  0.0868
H -2.46192 5.40773 0.70590  0.1398
H 0.74731 2.66458 -1.93360  0.1089
S 2.18733 0.25646 -0.89940  0.6969
C -1.80744 3.41725 0.22737  -0.0965
O 1.55947 0.23605 -2.17951  -0.2506
C 2.05137 -2.44425 -0.84887  -0.0356
C -0.88372 2.67264 -0.50625  -0.3562
H -5.39263 -1.99360 -2.99096  0.1087
V -0.98067 0.75706 -0.04369  0.9552
C 0.17457 1.23713 4.12496  0.0087
C -1.76952 4.79923 0.14100  0.0168
F -2.59661 -2.67530 -0.06028  0.2644
C -0.82967 5.40107 -0.69461  -0.1783
C 2.71912 -1.30390 -0.39995  -0.3049
C 3.64760 -3.80563 0.35613  -0.2227
H 2.84005 0.61223 2.08043  0.1164
H -2.55396 2.94831 0.86126  0.1192
S -2.46760 1.10660 -1.77783  0.9341

The value obtained for the LUMO energy is -9.1 eV. The HOMO energy is -0.5461 Eh. As for the charge: +2.

***

#two
Density functional theory data (wB97M-V/def2-TZVPD) for C21H21BF4N5O2S2V as an isolated structure.

Each line ends with the Löwdin charge.
CARTESIAN COORDINATES (ANGSTROEM)
H 5.81173 1.86099 1.92624  0.1307
C 3.10420 0.12428 0.92122  -0.3054
H -1.60055 -3.07191 2.88193  0.0727
C -1.11621 -0.46764 2.24470  -0.6959
F 0.38403 -4.89491 -1.75838  0.3219
C -1.26396 2.18554 -2.89314  -0.0210
C -6.39822 -0.67526 -3.02670  -0.1538
C -4.71665 0.18464 -1.46797  0.0115
V -0.48183 -0.44767 -1.18517  0.9025
H -1.95166 -2.66380 4.56316  0.1044
H -1.08140 3.92347 -4.11112  0.1317
F 0.11376 -1.08711 -2.64461  -0.2141
H 6.17983 -0.25666 4.49476  0.1046
H -4.27898 -1.71639 -4.25290  0.1416
C 3.62397 -0.39663 3.19116  -0.0090
H -1.92964 -1.52275 -3.56325  0.1099
N -7.49294 -0.77326 -3.35536  0.2106
H -2.20321 1.83160 -3.29452  0.1396
C 4.96617 1.18812 1.97196  0.0025
O 1.43944 -1.40655 -0.39741  -0.3481
H 3.43764 -0.96211 4.09525  0.1297
C -4.02704 -1.16072 -3.35995  0.0235
N -0.63479 0.77095 2.25471  0.1591
C 1.18470 2.94379 -1.76410  0.0510
O 2.87818 0.23267 -1.66716  -0.2074
C -2.41735 -0.35702 -1.79585  -0.2649
C 5.58874 0.64930 4.34989  -0.0205
C 0.59197 3.70589 -2.76768  0.0271
N -0.70229 1.46561 -1.91170  0.0267
C 2.82103 -0.59037 2.08763  -0.0437
B -0.47173 -4.05560 -2.26452  -0.8420
C -0.62966 3.33178 -3.32857  0.0106
H -3.16297 -2.32028 3.30551  0.1035
H 4.41720 1.51115 -0.07826  0.1228
S -1.36051 -1.41073 0.80340  0.8966
H 1.08940 4.59797 -3.12408  0.1369
C 4.70569 0.49184 3.15253  -0.2262
C -3.40151 0.29214 -1.05821  -0.1042
C -2.09842 -2.35703 3.53165  -0.0523
C -2.69630 -1.05288 -2.96539  -0.0558
H -1.44157 -0.46489 4.21177  0.1625
N 0.73599 0.81657 -0.43627  -0.1770
F -1.12348 -3.21866 -1.44261  0.1819
S 2.16166 -0.13007 -0.49432  0.7075
H 4.99681 0.79960 5.25261  0.0949
H -5.50562 0.66371 -0.90430  0.1374
C 4.18191 1.00734 0.84858  -0.0251
F -0.73919 -3.99396 -3.54155  0.3078
H -3.16513 0.86048 -0.16717  0.1098
H 2.13985 3.18962 -1.32675  0.1354
H -0.47632 1.25411 3.12626  0.1385
H 6.27346 1.48593 4.23716  0.0886
N -1.49318 -1.03270 3.37713  -0.0188
C 0.46476 1.83927 -1.38175  -0.3454
H -0.22321 1.15101 1.41367  0.0717
C -5.02881 -0.55165 -2.61428  -0.1913
H 2.02221 -1.32013 2.10211  0.1145

The value obtained for the LUMO energy (spin up / spin down) is -8.5 / -8.5 eV. The HOMO energy (spin up / spin down) is -0.5517 / -0.5517 Eh. As for the charge: +2.

***

Least stable of them? #one.